Formula: C29H72N4O7
Source: OMol25
Level of theory: ωB97M-V/def2-TZVPD

## Properties
**HOMO**: -7.89 eV
**DFT total energy**: -51527.057 eV
**Relative energy (zero: lowest compared OMol25 entry of this formula, charge and spin)**: 162.2 kJ/mol
**SMILES string**: CC1(C)CCCC(C)(C)N1O.CC1(C)CCCC(C)(C)N1O.COC[C@H](C)N.COC[C@H](C)N.CO.CO.CO
**Total charge**: 0

Positions of all 112 atoms, in Å:
C 2.571 1.386 3.313
C 1.409 2.361 3.349
C 1.345 3.172 4.641
C 1.582 3.292 2.062
C 0.353 4.105 1.741
C -0.746 3.141 1.489
C -1.171 2.176 2.660
C -1.925 2.908 3.736
C -2.045 1.044 2.098
N 0.168 1.548 3.102
O 0.059 0.465 4.019
H 2.394 0.754 2.443
H 3.510 1.923 3.176
H 2.576 0.750 4.199
H 2.341 3.574 4.823
H 0.698 4.036 4.794
H 1.356 2.491 5.492
H 2.304 4.082 2.268
H 1.949 2.718 1.212
H 0.083 4.680 2.627
H 0.492 4.734 0.861
H -0.498 2.596 0.578
H -1.648 3.682 1.205
H -2.966 3.072 3.456
H -1.450 3.885 3.824
H -1.995 2.389 4.692
H -2.344 0.284 2.820
H -1.622 0.492 1.259
H -2.850 1.534 1.551
H -0.550 0.839 4.659
C -3.667 -0.952 -3.713
C -2.434 -0.011 -3.602
C -1.154 -0.817 -3.086
C -2.133 0.650 -4.933
C -3.115 1.717 -5.460
C -3.256 2.780 -4.325
C -3.579 2.199 -2.940
C -3.187 3.323 -1.945
C -5.086 2.056 -2.908
N -2.670 1.017 -2.617
O -2.684 0.634 -1.295
H -4.589 -0.503 -4.081
H -3.462 -1.828 -4.329
H -3.889 -1.401 -2.745
H -0.354 -0.084 -2.973
H -1.299 -1.492 -2.242
H -0.770 -1.522 -3.823
H -1.164 1.144 -4.858
H -1.767 -0.142 -5.588
H -2.658 2.042 -6.395
H -4.095 1.276 -5.638
H -3.990 3.555 -4.544
H -2.304 3.311 -4.309
H -2.100 3.365 -1.871
H -3.644 3.093 -0.982
H -3.546 4.295 -2.282
H -5.547 1.554 -2.057
H -5.451 1.637 -3.845
H -5.572 3.032 -2.923
H -1.840 0.961 -0.977
C 6.119 -2.122 -3.980
O 5.369 -1.042 -3.460
C 6.106 -0.248 -2.533
C 5.282 0.965 -2.117
C 3.901 0.578 -1.664
N 5.305 2.078 -3.133
H 6.445 -2.801 -3.192
H 6.999 -1.757 -4.510
H 5.590 -2.759 -4.688
H 6.430 -0.863 -1.693
H 7.025 0.092 -3.009
H 5.795 1.383 -1.250
H 3.344 -0.099 -2.311
H 3.247 1.440 -1.527
H 3.927 0.087 -0.691
H 4.908 1.600 -3.930
H 6.183 2.559 -3.267
C -4.972 -3.657 1.838
O -3.664 -4.093 2.152
C -3.040 -3.341 3.199
C -1.560 -3.820 3.376
C -0.788 -3.048 4.430
N -0.828 -3.769 2.110
H -5.007 -2.569 1.771
H -5.598 -4.026 2.650
H -5.285 -4.026 0.861
H -3.093 -2.296 2.894
H -3.564 -3.412 4.152
H -1.658 -4.863 3.676
H 0.264 -3.330 4.444
H -1.183 -3.242 5.428
H -0.907 -2.013 4.110
H 0.083 -4.200 2.181
H -0.512 -2.810 2.085
C 0.892 -0.581 0.501
O 0.291 -1.053 1.651
H 0.600 -1.183 -0.360
H 0.592 0.444 0.283
H 1.979 -0.613 0.580
H 0.241 -0.390 2.343
C 2.817 -3.984 2.435
O 1.839 -4.559 1.603
H 2.880 -2.958 2.074
H 2.433 -3.881 3.450
H 3.808 -4.435 2.373
H 2.047 -5.491 1.498
C 2.968 -3.230 -1.423
O 2.040 -4.292 -1.361
H 2.666 -2.648 -2.293
H 2.950 -2.606 -0.529
H 4.001 -3.514 -1.624
H 1.918 -4.610 -0.463

***

Formula: C49H91Cl3N13O2PSi2Sn
Source: OMol25
Level of theory: ωB97M-V/def2-TZVPD

## Properties
**HOMO**: -11.97 eV
**DFT total energy**: -144193.033 eV
**Total charge**: +2

Positions of all 162 atoms, in Å:
Sn -0.209 -0.103 0.869
C -0.303 -5.151 5.275
N -1.105 -4.387 4.326
C -2.543 -4.561 4.441
C -0.535 -3.595 3.355
N -0.874 -2.389 3.065
C -1.722 -1.709 4.048
C -2.451 -0.509 3.474
N -1.602 0.557 2.899
C -0.689 1.140 3.896
C 0.636 0.429 4.038
N 1.422 0.588 2.829
C 2.701 0.795 2.916
N 3.438 0.716 4.070
C 3.319 -0.389 5.012
C 4.630 1.536 4.279
N 3.399 1.239 1.809
C 4.484 0.384 1.340
C 2.653 1.872 0.728
C -2.472 1.659 2.397
C -3.776 1.245 1.737
N -3.612 0.186 0.746
C -4.677 -0.173 0.122
N -4.670 -1.226 -0.766
C -5.822 -1.657 -1.545
C -3.497 -2.037 -0.960
N -5.945 0.424 0.277
C -6.191 1.716 -0.340
C -6.724 0.135 1.467
N 0.557 -4.182 2.701
C 1.365 -3.402 1.835
C 0.642 -5.613 2.472
H -0.553 -4.847 6.293
H 0.755 -4.961 5.113
H -0.491 -6.226 5.193
H -2.775 -5.631 4.450
H -3.047 -4.109 3.587
H -2.942 -4.135 5.366
H -1.114 -1.392 4.902
H -2.488 -2.363 4.462
H -3.064 -0.078 4.275
H -3.105 -0.873 2.684
H -1.170 1.179 4.881
H -0.474 2.165 3.587
H 0.471 -0.633 4.219
H 1.141 0.865 4.901
H 2.572 -1.105 4.679
H 3.060 -0.034 6.012
H 4.279 -0.909 5.082
H 4.626 2.378 3.597
H 5.554 0.966 4.139
H 4.617 1.912 5.303
H 5.193 0.980 0.763
H 4.086 -0.418 0.705
H 5.016 -0.066 2.178
H 1.925 2.556 1.151
H 2.131 1.144 0.093
H 3.354 2.439 0.116
H -1.887 2.231 1.679
H -2.745 2.315 3.233
H -4.168 2.157 1.284
H -4.487 0.936 2.509
H -6.672 -1.016 -1.349
H -6.088 -2.687 -1.288
H -5.587 -1.615 -2.613
H -2.677 -1.614 -0.388
H -3.227 -2.066 -2.020
H -3.696 -3.059 -0.621
H -5.527 1.851 -1.193
H -6.048 2.557 0.350
H -7.227 1.749 -0.692
H -6.471 -0.853 1.853
H -7.786 0.146 1.204
H -6.582 0.878 2.264
H 1.445 -2.380 2.199
H 0.896 -3.355 0.784
H 2.352 -3.853 1.734
H -0.234 -6.117 2.868
H 1.531 -6.038 2.941
H 0.698 -5.812 1.395
C 0.552 4.542 0.132
C 0.042 4.219 -1.279
C 1.176 3.609 -2.115
C -0.503 5.496 -1.927
Si -1.324 2.863 -1.099
O -0.745 1.663 -0.183
C -2.799 3.878 -0.456
C -2.844 4.428 0.832
C -3.909 5.220 1.247
C -4.951 5.501 0.372
C -4.921 4.982 -0.915
C -3.859 4.178 -1.322
C -1.931 2.157 -2.744
C -1.886 2.804 -3.982
C -2.510 2.266 -5.105
C -3.189 1.058 -5.013
C -3.228 0.383 -3.797
C -2.611 0.933 -2.678
H 1.476 5.134 0.075
H 0.761 3.627 0.692
H -0.181 5.131 0.689
H 2.008 4.321 -2.218
H 0.838 3.343 -3.124
H 1.554 2.703 -1.623
H 0.297 6.245 -2.007
H -1.306 5.932 -1.330
H -0.889 5.324 -2.934
H -2.030 4.246 1.528
H -3.915 5.635 2.250
H -5.775 6.132 0.686
H -5.721 5.211 -1.611
H -3.858 3.789 -2.335
H -1.367 3.751 -4.083
H -2.473 2.795 -6.050
H -3.691 0.649 -5.882
H -3.756 -0.563 -3.725
H -2.663 0.422 -1.717
O 1.805 -0.893 -0.926
P 2.712 -1.141 -2.095
N 3.181 -2.737 -2.086
C 3.698 -3.273 -0.798
C 4.822 -4.238 -1.176
C 4.463 -4.663 -2.605
C 3.873 -3.395 -3.215
N 1.912 -0.870 -3.509
C 0.901 0.224 -3.556
C 0.643 0.390 -5.046
C 2.040 0.202 -5.644
C 2.607 -0.953 -4.820
N 4.078 -0.224 -2.110
C 5.453 -0.650 -1.808
C 6.310 0.412 -2.489
C 5.473 1.683 -2.301
C 4.046 1.189 -2.535
H 2.892 -3.815 -0.288
H 4.033 -2.472 -0.134
H 4.863 -5.080 -0.487
H 5.792 -3.740 -1.162
H 3.716 -5.459 -2.584
H 5.325 -5.012 -3.171
H 3.166 -3.614 -4.014
H 4.669 -2.770 -3.631
H 1.283 1.158 -3.132
H 0.012 -0.035 -2.987
H 0.201 1.355 -5.270
H -0.029 -0.395 -5.404
H 2.628 1.110 -5.500
H 2.022 -0.032 -6.707
H 3.693 -0.906 -4.707
H 2.357 -1.905 -5.295
H 5.657 -1.654 -2.180
H 5.642 -0.645 -0.729
H 6.415 0.192 -3.554
H 7.302 0.481 -2.047
H 5.743 2.474 -2.997
H 5.590 2.061 -1.282
H 3.793 1.265 -3.596
H 3.305 1.757 -1.971
Cl 0.865 -5.472 -1.573
Si -0.036 -3.841 -0.879
Cl -1.535 -4.243 0.360
Cl -0.445 -2.531 -2.288

***

Formula: C31H34N6O11
Source: OMol25
Level of theory: ωB97M-V/def2-TZVPD

## Properties
**HOMO**: -9.86 eV
**DFT total energy**: -64148.585 eV
**SMILES string**: [H]/N=C(/C)CN(OCCC)C(=O)O.O=[N+]([O-])c1ccccc1.O=[N+]([O-])c1ccccc1.O=[N+]([O-])c1ccccc1.O=[N+]([O-])c1ccccc1
**Total charge**: 0

Positions of all 82 atoms, in Å:
H 0.715 3.634 -1.615
N -0.057 4.173 -1.228
C -0.810 3.441 -0.520
C -2.011 4.063 0.132
C -0.615 1.951 -0.280
N 0.122 1.710 0.964
O -0.427 0.729 1.777
C -0.388 -0.586 1.220
C -1.771 -1.125 0.898
C -2.645 -1.160 2.147
C 1.521 1.609 0.920
O 2.175 1.073 1.806
O 2.139 2.172 -0.157
H -1.773 4.235 1.177
H -2.880 3.425 0.026
H -2.203 5.015 -0.341
H -0.176 1.487 -1.166
H -1.604 1.533 -0.162
H 0.031 -1.231 1.988
H 0.276 -0.669 0.361
H -2.256 -0.542 0.120
H -1.643 -2.137 0.525
H -3.631 -1.494 1.882
H -2.205 -1.844 2.867
H -2.681 -0.188 2.626
H 1.734 1.896 -0.982
O 4.013 2.289 -6.374
N 4.476 1.179 -6.198
O 4.702 0.382 -7.080
C 4.784 0.781 -4.817
C 4.507 1.662 -3.787
C 4.784 1.276 -2.486
C 5.333 0.025 -2.233
C 5.610 -0.841 -3.281
C 5.335 -0.465 -4.586
H 4.081 2.633 -3.992
H 4.570 1.948 -1.666
H 5.542 -0.274 -1.214
H 6.040 -1.813 -3.083
H 5.547 -1.135 -5.405
O -6.040 1.201 3.599
N -5.704 0.068 3.880
O -5.432 -0.790 3.071
C -5.619 -0.283 5.305
C -5.956 0.677 6.241
C -5.901 0.352 7.586
C -5.510 -0.921 7.977
C -5.168 -1.869 7.023
C -5.219 -1.557 5.673
H -6.259 1.665 5.930
H -6.166 1.091 8.329
H -5.472 -1.174 9.028
H -4.860 -2.858 7.331
H -4.951 -2.308 4.939
O -5.476 -3.960 1.410
N -5.364 -4.302 2.565
O -4.648 -3.755 3.378
C -6.149 -5.462 3.014
C -6.949 -6.123 2.101
C -7.673 -7.225 2.523
C -7.591 -7.648 3.843
C -6.788 -6.966 4.747
C -6.059 -5.864 4.333
H -7.008 -5.788 1.077
H -8.299 -7.757 1.821
H -8.155 -8.513 4.168
H -6.728 -7.295 5.775
H -5.431 -5.331 5.030
O 11.179 3.775 -8.336
N 9.996 3.514 -8.387
O 9.423 3.099 -9.370
C 9.200 3.717 -7.167
C 9.820 4.222 -6.039
C 9.064 4.429 -4.897
C 7.709 4.129 -4.897
C 7.104 3.617 -6.037
C 7.853 3.408 -7.184
H 10.874 4.452 -6.048
H 9.533 4.827 -4.009
H 7.120 4.297 -4.004
H 6.050 3.381 -6.032
H 7.388 3.011 -8.075